Formula: C31H64AlF3NO21S7
Source: OMol25
Level of theory: ωB97M-V/def2-TZVPD

```
128
Properties=species:S:1:pos:R:3:forces:R:3
N 0.019 0.908 -3.960 0.522 1.114 -0.029
H 0.945 1.310 -3.955 1.300 0.007 -0.494
H -0.138 0.320 -4.766 -0.273 0.049 -0.130
H -0.579 1.714 -3.848 -0.898 -0.143 -0.532
H 0.061 0.435 -3.069 -0.300 -1.172 0.974
Al 4.561 -1.879 0.481 -0.965 0.209 -0.067
C -0.456 -0.011 1.104 1.321 0.282 -0.994
F -1.719 0.348 0.748 0.556 -0.065 0.334
F 0.226 1.102 1.510 -0.968 -0.723 -0.271
F -0.494 -0.872 2.091 -0.390 0.032 0.475
S 0.492 -0.787 -0.329 1.739 0.310 -0.652
O 0.263 0.171 -1.442 -0.185 -0.633 1.450
O 1.877 -0.821 0.143 -1.413 0.516 -0.287
O -0.070 -2.097 -0.552 -0.674 0.649 0.077
O 5.651 3.037 2.755 -1.740 -2.042 0.150
S 4.624 1.996 2.909 1.057 1.805 1.136
O 4.668 0.791 2.104 -0.309 0.971 0.852
O 4.555 1.522 4.488 -0.010 -0.158 -1.687
C 5.128 2.365 5.510 -0.443 1.262 0.912
C 4.209 2.464 6.746 -0.180 -0.885 0.154
C 3.002 2.821 2.810 0.164 -1.107 -0.723
H 5.218 3.390 5.149 0.395 -0.201 -0.408
H 6.105 1.965 5.782 -0.066 0.118 -0.171
H 4.425 1.662 7.452 -0.035 -0.062 0.005
H 3.148 2.381 6.513 -0.007 -0.110 -0.413
H 4.272 3.390 7.317 0.553 0.127 -0.326
H 2.828 3.517 3.631 0.384 -0.159 -0.042
H 2.281 2.003 2.800 -0.052 0.017 0.342
H 2.901 3.302 1.837 0.376 0.144 0.069
O 3.964 0.659 -1.157 -1.085 2.713 -1.277
S 3.433 1.805 -1.916 -0.865 -1.230 -0.914
O 2.758 1.538 -3.219 1.267 0.826 2.490
O 2.335 2.606 -0.971 1.547 -2.054 -0.064
C 1.588 3.671 -1.531 0.552 1.014 0.659
C 1.358 4.653 -0.391 -0.535 0.205 -0.610
C 4.705 3.101 -2.171 -0.392 -0.773 0.070
H 0.596 3.340 -1.840 0.227 -0.290 -0.582
H 2.207 4.128 -2.304 -0.585 0.084 -0.387
H 2.265 5.097 0.019 -0.014 -0.358 0.130
H 0.725 4.147 0.339 0.334 0.105 0.412
H 0.767 5.479 -0.787 -0.065 0.147 -0.033
H 5.636 2.588 -2.410 -0.117 -0.085 0.009
H 4.828 3.679 -1.255 -0.116 -0.137 -0.029
H 4.400 3.713 -3.020 -0.068 -0.064 0.148
O 1.336 -6.261 1.193 -0.999 3.886 -0.847
S 0.959 -4.828 0.958 1.383 -1.641 1.049
O 2.019 -3.781 0.912 -2.682 -2.410 -0.565
O -0.028 -4.769 -0.410 3.955 3.658 2.283
C -0.723 -5.860 -0.730 -3.055 -2.636 -0.848
C -2.064 -5.327 -1.324 0.638 0.161 -0.288
C -0.271 -4.302 2.234 0.864 0.357 -0.679
H -0.992 -6.392 0.182 0.029 -0.584 -0.138
H -0.154 -6.521 -1.385 -0.153 -0.117 -0.096
H -2.576 -4.838 -0.496 -0.386 -0.203 -0.122
H -2.686 -6.025 -1.884 0.031 -0.469 0.659
H -1.896 -4.550 -2.070 0.490 0.213 0.037
H 0.264 -4.039 3.145 0.260 -0.327 -0.066
H -1.020 -5.069 2.432 0.159 0.010 -0.327
H -0.667 -3.364 1.845 -0.258 -0.239 -0.116
O -3.202 0.599 -4.446 -1.135 -2.357 1.474
S -3.707 -0.544 -3.635 2.204 0.382 -2.660
O -4.268 -0.272 -2.358 -0.700 0.013 0.589
O -4.743 -1.480 -4.464 0.415 1.224 1.917
C -4.526 -1.638 -5.866 0.917 0.632 -1.330
C -5.643 -2.348 -6.546 -1.063 -0.055 0.364
C -2.322 -1.725 -3.377 -1.355 0.127 -0.250
H -3.582 -2.162 -6.017 0.138 -0.012 0.040
H -4.475 -0.644 -6.311 0.415 0.026 0.071
H -5.364 -2.616 -7.566 0.141 -0.110 0.155
H -6.486 -1.662 -6.626 -0.141 -0.120 0.002
H -5.982 -3.219 -5.986 0.135 -0.154 -0.195
H -1.789 -1.910 -4.310 0.028 0.305 0.077
H -2.848 -2.644 -3.119 0.164 -0.059 0.192
H -1.696 -1.408 -2.543 -0.021 0.161 -0.166
O 1.150 -2.510 4.894 2.015 2.638 -2.241
S 2.162 -1.610 4.236 0.205 -1.564 3.237
O 2.534 -1.772 2.849 -0.481 0.415 1.165
O 1.804 -0.018 4.509 -0.113 -1.565 -1.552
C 0.659 0.279 5.278 -1.042 0.926 1.384
C 0.337 1.752 5.101 0.235 1.134 -0.370
C 3.633 -1.638 5.398 -1.488 0.222 -0.260
H 0.875 0.091 6.329 0.144 -0.040 0.120
H -0.242 -0.299 5.074 0.335 -0.384 -0.509
H 1.211 2.402 5.130 0.374 -0.339 0.156
H -0.316 2.210 5.844 -0.170 -0.647 0.319
H -0.107 2.007 4.139 -0.122 -0.416 -0.309
H 4.447 -1.039 4.989 0.028 -0.488 -0.128
H 3.798 -2.651 5.767 0.398 -0.122 -0.834
H 3.269 -1.145 6.299 -0.213 0.331 -0.170
O 3.098 -3.021 -1.954 -0.928 0.462 -2.552
S 2.451 -2.677 -3.228 -0.374 -0.456 -1.456
O 2.184 -1.281 -3.568 0.257 -1.282 0.672
O 3.325 -3.337 -4.505 -0.668 0.460 2.086
C 2.922 -2.963 -5.847 -0.831 1.505 0.076
C 4.053 -2.975 -6.836 0.627 -0.842 0.494
C 0.807 -3.570 -3.461 1.341 -0.020 0.674
H 2.524 -1.950 -5.800 0.081 0.199 0.130
H 2.066 -3.545 -6.188 0.262 -0.668 0.154
H 4.615 -3.901 -6.712 -0.172 -0.269 -0.405
H 4.818 -2.212 -6.687 -0.437 0.359 0.049
H 3.608 -2.916 -7.829 0.277 -0.001 -0.033
H 0.981 -4.621 -3.232 0.034 0.096 0.204
H 0.443 -3.522 -4.488 0.393 0.446 -0.007
H 0.111 -3.125 -2.750 0.187 -0.047 0.039
C -2.404 5.117 0.729 0.309 -0.890 -0.150
C -2.115 3.766 0.930 0.507 -0.850 -1.043
C -2.021 3.230 2.175 -0.410 -0.551 -0.337
C -2.407 4.005 3.259 0.104 1.189 1.325
C -2.685 5.402 3.136 0.046 -0.924 -1.349
C -2.604 5.919 1.843 -0.735 1.181 1.469
H -2.455 5.530 -0.268 0.009 0.071 -0.028
H -1.912 3.097 0.106 0.051 0.155 -0.347
H -1.740 2.199 2.333 0.001 0.076 -0.063
H -2.398 3.523 4.225 -0.201 0.162 0.251
H -3.013 5.962 3.999 0.224 0.221 -0.085
H -2.779 6.963 1.631 -0.067 0.191 0.372
C -5.121 -0.023 0.653 -0.207 -3.217 -0.579
C -6.255 -0.763 0.973 -0.779 0.560 -0.704
C -7.402 -0.047 1.292 0.728 -2.220 0.322
C -7.351 1.341 1.504 -0.538 1.131 0.224
C -6.193 2.031 1.246 -0.935 1.287 -0.453
C -5.149 1.362 0.694 1.289 2.074 0.771
H -4.263 -0.562 0.280 0.224 0.177 -0.009
H -6.347 -1.817 0.755 0.351 -0.105 0.331
H -8.329 -0.568 1.481 -0.142 -0.043 -0.163
H -8.291 1.769 1.818 0.162 0.587 0.118
H -6.130 3.109 1.250 -0.291 0.062 0.404
H -4.290 1.961 0.430 0.188 -0.283 -0.351
```
Forces are in eV/Å.

Net charge   +3
Spin multiplicity   1
Calculated total energy   -168233.463 eV
LUMO level   -14.2 eV